(1)
80
Properties=species:S:1:pos:R:3:forces:R:3:mulliken_charge:R:1 method="wB97M-V/def2-TZVPD" relative_energy_kcal_mol=21.5 smiles=COC[C@H](C)N.COC[C@H](C)N.COC[C@H](C)N.COC[C@H](C)N.O.O.O.O lumo_energy_ev=0.042 orbital_gap_ev=9.37 total_charge=0 homo_ev=-9.33
C -0.178 0.044 1.243 0.730 0.587 -1.009 -0.54
O -0.733 1.001 0.350 -0.507 0.153 0.268 -0.25
C 0.206 1.588 -0.498 0.806 0.239 -0.332 -0.30
C -0.400 2.804 -1.161 -1.736 0.664 -0.320 0.53
C -1.487 2.387 -2.167 0.756 -1.366 -0.573 -1.47
N 0.607 3.655 -1.803 0.613 -0.951 -0.124 -0.66
H 0.542 0.526 1.915 -0.331 0.031 0.315 0.27
H 0.426 -0.642 0.633 -0.359 -0.461 0.294 -0.05
H -1.018 -0.424 1.741 0.178 -0.210 0.174 0.34
H 1.126 1.887 0.025 -0.149 -0.012 0.244 0.27
H 0.509 0.888 -1.299 0.006 -0.132 0.104 0.47
H -0.927 3.385 -0.398 0.311 0.076 0.123 -0.26
H -1.022 1.649 -2.844 0.056 0.248 -0.088 0.33
H -1.837 3.185 -2.820 -0.222 0.227 0.348 0.39
H -2.298 1.793 -1.744 -0.175 0.512 0.316 0.33
H 1.124 3.029 -2.423 0.131 0.188 0.002 0.32
H 0.177 4.278 -2.476 -0.237 0.150 0.244 0.23
C -3.190 6.149 3.760 -0.453 0.423 -0.420 -0.78
O -2.186 5.172 3.695 0.002 0.066 0.174 -0.30
C -2.639 3.991 3.076 0.193 -0.713 -0.177 -0.91
C -1.504 2.963 3.107 1.072 1.252 1.503 0.91
C -1.069 2.734 4.568 -1.163 -0.695 -0.049 -1.74
N -0.313 3.512 2.424 -0.536 -0.224 -0.582 -0.51
H -3.308 6.698 2.815 0.128 -0.207 -0.118 0.28
H -2.955 6.905 4.507 0.184 -0.252 0.209 0.25
H -4.164 5.698 3.974 0.008 0.030 0.235 0.32
H -3.497 3.579 3.621 -0.165 0.125 -0.101 0.49
H -2.916 4.189 2.032 -0.184 0.032 0.001 0.44
H -1.809 1.991 2.727 -0.032 0.188 -0.567 0.09
H -0.399 1.879 4.640 0.307 0.222 -0.017 0.41
H -1.971 2.449 5.124 0.125 0.066 0.140 0.46
H -0.665 3.620 5.046 0.215 0.026 -0.135 0.32
H -0.603 3.783 1.488 0.370 -0.191 -0.110 -0.06
H -0.087 4.402 2.863 -0.153 -0.037 0.166 0.40
C 2.880 -1.948 0.024 -0.196 0.385 -0.710 -0.76
O 3.410 -3.242 0.084 -0.218 -0.305 -0.057 -0.40
C 2.407 -4.252 0.182 0.198 1.149 0.467 -0.19
C 3.056 -5.588 -0.047 -1.170 -0.620 1.075 0.23
C 3.549 -5.751 -1.469 -0.195 -0.943 0.565 -1.41
N 2.018 -6.661 0.270 1.411 0.212 -0.694 -0.68
H 3.659 -1.311 -0.394 0.011 0.114 0.187 0.32
H 2.519 -1.516 0.965 0.260 -0.350 0.266 0.34
H 2.026 -1.905 -0.670 0.058 -0.072 -0.047 0.28
H 1.930 -4.129 1.165 0.039 -0.500 0.082 0.44
H 1.605 -4.060 -0.545 0.180 -0.182 -0.222 -0.27
H 3.834 -5.777 0.697 0.478 0.634 -0.305 0.43
H 3.824 -6.804 -1.591 0.220 0.102 -0.142 0.43
H 4.428 -5.144 -1.652 -0.140 0.239 -0.247 0.34
H 2.718 -5.593 -2.155 0.164 0.369 -0.177 0.28
H 2.603 -7.460 0.014 -0.851 -0.460 -0.062 0.26
H 1.978 -6.761 1.282 -0.202 0.283 0.011 0.24
C -2.299 -1.672 -1.317 0.278 0.256 -0.464 -0.60
O -2.046 -2.887 -1.989 0.026 -0.220 0.466 -0.38
C -1.598 -3.895 -1.104 -0.619 -0.123 0.450 -0.37
C -1.680 -5.260 -1.786 0.036 -0.173 0.190 0.36
C -3.126 -5.597 -2.097 -0.537 0.643 -0.721 -1.42
N -1.158 -6.359 -0.953 0.320 0.962 0.455 -0.67
H -1.361 -1.145 -1.114 -0.029 0.120 -0.002 0.20
H -2.822 -1.778 -0.362 -0.111 -0.302 -0.049 0.33
H -2.915 -1.085 -1.996 0.053 0.196 0.107 0.25
H -0.605 -3.678 -0.686 0.126 -0.017 -0.328 0.22
H -2.277 -3.917 -0.232 0.034 -0.037 -0.004 0.28
H -1.092 -5.164 -2.703 -0.040 -0.326 -0.066 0.34
H -3.241 -6.450 -2.765 0.237 -0.175 0.164 0.36
H -3.608 -4.756 -2.606 0.090 -0.029 0.061 0.33
H -3.714 -5.777 -1.194 0.207 -0.106 0.132 0.32
H -1.654 -6.258 -0.065 -0.136 -0.409 -0.082 0.32
H -0.197 -6.156 -0.667 0.087 -0.294 -0.317 0.21
O 1.217 3.635 -4.780 -0.134 -0.030 -0.286 -0.67
H 0.624 4.282 -5.182 -0.044 -0.073 0.012 0.35
H 1.261 2.915 -5.419 0.039 -0.002 0.034 0.27
O 2.833 4.193 -0.010 -0.023 -0.115 -0.116 -0.65
H 3.581 3.624 -0.217 0.024 0.040 0.022 0.30
H 2.159 3.998 -0.693 -0.024 0.208 0.215 0.39
O 2.640 6.029 -4.216 -0.111 0.034 -0.178 -0.66
H 2.419 5.194 -4.653 0.177 0.090 0.301 0.39
H 2.290 5.940 -3.324 0.109 -0.042 0.032 0.32
O 2.194 2.776 3.680 -0.096 0.043 0.047 -0.70
H 1.356 3.002 3.228 0.234 -0.195 -0.136 0.38
H 2.836 3.396 3.322 -0.006 -0.032 -0.064 0.30

***

(2)
78
Properties=species:S:1:pos:R:3:forces:R:3:mulliken_charge:R:1 method="wB97M-V/def2-TZVPD" relative_energy_kcal_mol=450.1 lumo_energy_ev=0.354 orbital_gap_ev=8.11 total_charge=0 homo_ev=-7.75
C 26.522 6.767 23.468 -0.343 -2.617 0.952 -0.86
O 27.485 5.732 23.603 2.675 -0.078 -0.106 -0.62
H 26.382 7.186 24.465 0.188 0.524 -0.525 0.27
H 26.747 7.444 22.645 -0.221 -0.267 0.297 0.61
H 25.725 6.031 23.363 -1.448 1.684 -0.657 0.37
H 27.613 5.424 22.703 0.278 -0.400 0.126 0.35
C 27.015 9.942 22.398 -0.262 0.968 0.775 -0.48
O 26.965 11.059 23.276 3.118 -0.727 -15.755 -0.74
H 26.540 9.137 22.959 0.509 -0.151 -0.814 -0.36
H 26.438 10.223 21.517 -0.151 -0.310 -0.048 0.34
H 28.011 9.682 22.038 0.257 0.038 0.388 0.44
H 27.408 10.971 24.123 -1.496 -0.013 -0.871 -0.15
C 23.408 8.597 26.943 -2.197 -0.321 2.816 -1.12
O 24.825 8.525 27.078 -0.711 1.331 3.873 -0.54
H 22.983 8.659 27.945 -0.171 -0.255 0.153 0.53
H 23.062 9.517 26.470 0.728 -0.857 -0.186 -0.36
H 23.117 7.659 26.471 -0.806 0.256 0.139 0.39
H 25.071 8.310 27.981 -0.204 -0.075 0.188 0.44
C 23.765 7.412 22.694 -1.231 -0.200 -0.584 -0.32
O 23.545 6.016 22.549 0.480 -0.702 -0.739 -0.62
H 24.791 7.626 22.394 -0.324 -0.132 0.371 0.33
H 23.147 7.998 22.013 -0.098 -0.043 -0.462 0.39
H 23.495 7.668 23.718 0.524 0.159 -1.196 0.00
H 22.641 5.762 22.748 -0.057 0.441 0.155 0.31
C 21.520 9.377 24.137 1.057 1.007 -0.965 -0.49
O 21.313 8.216 23.408 -1.533 -1.250 0.417 -0.56
H 20.834 10.185 23.880 -0.709 -0.239 0.252 0.46
H 21.604 9.218 25.212 -0.529 -0.445 -0.390 0.06
H 22.471 9.804 23.816 0.270 -0.156 0.296 0.20
H 21.263 8.394 22.466 0.039 0.245 0.135 0.40
C 24.884 9.563 24.517 0.491 -1.898 1.650 0.61
O 24.608 8.209 24.911 0.275 0.205 -1.690 -0.19
H 24.947 9.600 23.429 -0.604 -0.350 1.119 -0.77
H 24.190 10.223 25.037 0.532 -0.625 -1.152 -0.30
H 25.877 9.760 24.922 -0.113 0.434 -0.146 0.01
H 24.492 8.178 25.863 1.433 -0.668 -2.523 1.05
C 27.317 8.590 26.893 -0.078 -1.645 1.017 -1.27
O 28.294 8.912 25.960 1.192 -3.683 1.962 -0.51
H 27.564 7.616 27.315 -0.148 -0.254 0.214 0.53
H 27.384 9.287 27.729 -0.252 0.236 -0.245 0.37
H 26.341 8.516 26.414 1.097 0.357 0.242 0.82
H 28.374 8.180 25.344 0.283 -0.611 -0.120 0.38
C 27.226 11.879 26.125 -0.108 1.295 -1.286 -0.83
C 28.427 11.518 25.258 3.784 0.019 4.734 0.69
C 29.650 11.133 26.183 -0.191 0.970 0.086 -1.47
O 28.112 10.403 24.533 9.560 -2.496 4.072 -0.47
H 26.402 11.997 25.421 -0.390 -0.164 0.466 0.28
H 27.337 12.905 26.475 0.152 -0.224 0.739 0.50
H 26.968 11.129 26.873 0.235 0.345 0.073 -0.05
H 28.817 12.331 24.646 -0.668 -0.082 -0.476 0.46
H 29.412 10.292 26.835 0.078 0.666 0.165 0.26
H 29.917 12.021 26.755 0.024 -0.031 0.271 0.42
H 30.557 10.833 25.658 -0.167 0.051 -0.489 0.37
H 27.822 9.706 25.126 -0.009 -0.316 0.827 0.24
C 23.029 12.048 23.205 -0.691 0.065 -0.390 -0.63
C 24.390 11.651 22.781 2.965 1.479 0.208 1.57
C 24.878 12.444 21.561 -0.548 0.396 0.143 -1.90
O 25.328 11.919 23.819 -11.457 5.807 3.358 -0.72
H 22.389 11.677 22.405 -0.669 0.605 -0.027 0.22
H 23.039 13.130 23.338 -0.213 0.101 -0.601 0.37
H 22.619 11.683 24.146 0.810 -0.232 -1.103 -1.04
H 24.543 10.621 22.457 -0.987 0.035 -0.173 0.08
H 24.369 12.073 20.671 0.224 0.130 -0.342 0.36
H 25.965 12.394 21.502 -0.124 -0.373 -0.256 0.26
H 24.669 13.507 21.684 -0.244 0.095 -0.015 0.46
H 26.139 11.455 23.598 -2.189 0.546 -0.450 1.09
C 21.229 10.990 27.250 -1.949 1.291 -0.363 -1.44
C 21.920 11.731 26.100 0.799 -1.707 0.610 1.51
C 21.801 13.215 26.010 -0.459 1.121 1.041 -1.72
O 23.255 11.264 26.175 0.274 1.593 0.504 -0.72
H 20.206 11.355 27.159 -0.416 0.030 0.409 0.47
H 21.537 11.239 28.265 0.457 0.075 -0.214 0.34
H 21.081 9.915 27.153 0.608 0.077 -0.239 0.35
H 21.548 11.336 25.154 -0.809 0.099 0.551 -0.14
H 20.731 13.405 26.091 -0.063 0.474 -0.243 0.43
H 22.222 13.716 25.138 -0.285 -0.659 -0.363 0.23
H 22.289 13.781 26.803 -0.042 -0.414 0.571 0.37
H 23.722 11.710 25.465 0.966 0.422 -0.162 0.41

***

Number 1: electronic energy -39773.7127 eV. Number 2: electronic energy -37891.1682 eV.